Run P
Computed, not measured: a cluster of 2 separate species, C3H11NO2S in total, with ωB97M-V with the def2-TZVPD basis set.

The geometry in ORCA input format:
```
! wB97M-V def2-TZVPD RIJCOSX def2/J DEFGRID3
* xyz 0 1
H 0.7967 -2.2698 0.2276
H -1.7639 3.1538 0.4719
H -0.9317 -0.4643 0.7352
C -0.0756 -2.5196 -0.4046
H -1.9263 0.9624 -0.6931
O 3.2423 0.5785 0.3167
H 0.7611 -0.0320 0.2727
H 0.0518 -3.3813 -1.0362
H -1.9093 -2.9049 0.2511
N -0.4305 -1.2653 -1.1326
S -0.5840 2.5014 0.6847
H -0.4969 1.2263 -1.6466
C -0.3033 -0.1035 -0.0730
H 3.3379 1.4141 -0.1806
O -0.9940 -2.9692 0.5638
C -0.8722 1.1586 -0.5964
H 3.6062 -0.0760 -0.3042
H 0.3529 -0.8815 -1.7259
*
```

Results
LUMO energy = 0.5 eV
frontier orbital gap = 9.754 eV
HOMO energy = -0.340 hartree

=====

Run Q
Computed, not measured: a cluster of 2 separate species, C3H11NO2S in total, with ωB97M-V with the def2-TZVPD basis set.

The geometry in ORCA input format:
```
! wB97M-V def2-TZVPD RIJCOSX def2/J DEFGRID3
* xyz 0 1
H 1.7769 -1.2707 0.8881
C -0.2356 0.0968 -0.8550
H -0.4740 -0.7343 3.0782
H 2.1418 -0.9117 -1.8955
H -1.2961 1.4793 0.7177
N 1.1000 0.3936 -0.5111
H 1.3643 1.3636 -0.7010
O 1.9799 -1.6149 0.0813
H -1.5099 2.1157 -1.0396
O -0.3194 -0.6614 2.1631
C -1.2918 1.1293 -0.3887
H -3.3310 0.5872 0.9940
C 2.1532 -0.5219 -0.8264
S -3.0107 0.2509 -0.3143
H -0.4489 -0.1857 -1.9904
H -1.1844 -0.5569 1.7942
H -0.5358 -0.9281 -0.3726
H 3.1215 -0.0309 -0.8219
*
```

Results
LUMO energy = 0.5 eV
frontier orbital gap = 9.445 eV
HOMO energy = -0.328 hartree

=====

Of the structures shown above, run P is the most stable.